1.
This record from the Open Molecules 2025 dataset describes a molecular structure, C7H11FIO3. The level of theory is ωB97M-V/def2-TZVPD.

Geometry as ORCA input:
```
! RIJCOSX wB97M-V def2-TZVPD def2/J DEFGRID3
* xyz -1 1
C 1.98961 0.45494 0.56533
C 1.77026 -0.70816 -0.43757
C 0.51413 -1.50795 -0.18407
F 0.59567 -2.64653 -1.01488
C -0.78473 -0.81655 -0.57779
O -1.83834 -1.50387 0.16517
C -2.44975 -0.64258 1.00862
O -2.94773 -0.90721 2.06784
O -2.39665 0.58149 0.38756
C -1.02844 0.62280 -0.08773
C -1.01100 1.58982 -1.26105
H 1.96626 1.39497 0.01962
H 1.21923 0.43030 1.39035
H 2.95355 0.40501 1.05389
H 1.79356 -0.38320 -1.48013
H 2.60948 -1.39627 -0.34021
H 0.45631 -1.90299 0.82460
H -0.94584 -1.05867 -1.62553
H -0.47928 0.96515 0.78604
H -0.02513 1.61926 -1.71372
H -1.30114 2.57360 -0.90372
H -1.77220 1.25771 -1.96206
I 1.11217 1.57894 3.31945
*
```

Summary:
energy: -24400.2231 eV
HOMO: -3.55 eV
Kohn-Sham gap: 6.744 eV
largest force on an atom: 2.1 eV Å⁻¹

In the Mulliken picture, each atom carries the following charge in e:
1 C -0.811
2 C -0.639
3 C 0.256
4 F -0.423
5 C -0.112
6 O -0.399
7 C 0.599
8 O -0.536
9 O -0.451
10 C 1.016
11 C -1.648
12 H 0.341
13 H -0.400
14 H 0.499
15 H 0.314
16 H 0.337
17 H 0.341
18 H 0.330
19 H 0.027
20 H 0.356
21 H 0.368
22 H 0.400
23 I -0.767

2.
This record from the Open Molecules 2025 dataset describes C7H11N in the gas phase. The level of theory is ωB97M-V/def2-TZVPD.

Geometry as ORCA input:
```
! RIJCOSX wB97M-V def2-TZVPD def2/J DEFGRID3
* xyz 0 1
C 0.43462 1.17105 0.79713
C 0.61786 -1.78581 -1.25121
C 1.36858 2.01215 -0.02732
C -0.71141 0.35840 -0.27541
C -0.11627 -0.94906 -0.28776
C -1.81733 -1.63677 1.59454
N -1.45719 1.12369 -1.01390
C -1.08236 -1.05181 0.66849
H -0.95120 1.59015 -1.76737
H 0.95417 0.48604 1.46415
H -0.29509 1.74592 1.36446
H 1.68271 -1.53468 -1.25937
H 0.24303 -1.61761 -2.26883
H 0.54837 -2.85384 -1.03456
H 2.03242 1.39793 -0.64082
H 1.99606 2.61605 0.63808
H 0.80506 2.68048 -0.68085
H -2.82100 -1.28766 1.80306
H -1.43104 -2.46462 2.17747
*
```

Summary:
energy above the lowest of the compared OMol25 structures with the same formula, charge and spin: 661.7 kJ/mol
energy: -8920.8707 eV
HOMO (alpha / beta): -6.97 / -6.97 eV
Kohn-Sham gap (alpha / beta): 6.008 / 6.007 eV
largest force on an atom: 2.8 eV Å⁻¹

In the Mulliken picture, each atom carries the following charge in e:
1 C -0.404
2 C -1.319
3 C -1.132
4 C 0.427
5 C 0.336
6 C -0.761
7 N -0.813
8 C 0.227
9 H 0.225
10 H 0.394
11 H 0.328
12 H 0.304
13 H 0.357
14 H 0.352
15 H 0.244
16 H 0.349
17 H 0.350
18 H 0.271
19 H 0.264

3.
This record from the Open Molecules 2025 dataset describes a molecular structure, C7H11N. The level of theory is ωB97M-V/def2-TZVPD.

Geometry as ORCA input:
```
! RIJCOSX wB97M-V def2-TZVPD def2/J DEFGRID3
* xyz 0 1
C -0.46800 -1.68346 0.25186
C -1.44592 1.98889 0.62398
C 0.07688 -0.33809 0.09339
C -1.00144 1.05248 -0.44839
C 1.05028 0.45030 -0.03040
C 2.96801 -1.55110 0.50563
C -1.51461 0.94818 -1.66878
N 2.50896 -0.40239 0.73740
H 1.51247 1.39933 -0.22503
H 0.30613 -2.32797 0.68641
H -1.32269 -1.67754 0.93316
H -0.78167 -2.10431 -0.70574
H -2.35873 2.52438 0.33755
H -0.67212 2.72768 0.85171
H -1.67299 1.44834 1.54815
H 2.37815 -2.34072 -0.02741
H 3.93947 -1.89855 0.90777
H -2.36937 1.54835 -1.97846
H -1.13280 0.23616 -2.39280
*
```

Summary:
energy above the lowest of the compared OMol25 structures with the same formula, charge and spin: 589.2 kJ/mol
energy: -8921.6219 eV
HOMO: -7.48 eV
Kohn-Sham gap: 8.314 eV
largest force on an atom: 7.9 eV Å⁻¹

In the Mulliken picture, each atom carries the following charge in e:
1 C -0.986
2 C -1.103
3 C 0.043
4 C 0.563
5 C -0.017
6 C -0.243
7 C -0.929
8 N -0.602
9 H 0.428
10 H 0.327
11 H 0.305
12 H 0.250
13 H 0.396
14 H 0.262
15 H 0.284
16 H 0.178
17 H 0.260
18 H 0.291
19 H 0.293

4.
This record from the Open Molecules 2025 dataset describes 2 unconnected molecules or ions with the total composition C7H11N. The level of theory is ωB97M-V/def2-TZVPD.

Geometry as ORCA input:
```
! RIJCOSX wB97M-V def2-TZVPD def2/J DEFGRID3
* xyz 0 1
C -1.87163 1.08322 -0.29152
C 1.80418 -0.84154 0.88257
C 0.06791 -0.83032 -0.85035
C -0.86662 0.49978 0.65680
C 0.96808 -0.09372 -0.12793
C -0.33261 -1.60871 -1.81872
C 0.89965 1.32150 -0.02207
N -1.07794 0.23415 1.85954
H -0.36264 -0.16100 2.45335
H -2.71612 0.39359 -0.35444
H -2.22600 2.03038 0.11967
H -1.47498 1.24056 -1.28869
H 2.82605 -0.90460 0.49873
H 1.85315 -0.31702 1.83936
H 1.44257 -1.85753 1.04448
H 0.33961 -1.95228 -2.60562
H -1.36126 -1.95568 -1.88515
H 1.46442 1.79860 0.76814
H 0.62421 1.92061 -0.87815
*
```

Summary:
energy above the lowest of the compared OMol25 structures with the same formula, charge and spin: 527.5 kJ/mol
energy: -8922.2611 eV
HOMO: -7.03 eV
Kohn-Sham gap: 7.893 eV
largest force on an atom: 2.4 eV Å⁻¹

In the Mulliken picture, each atom carries the following charge in e:
1 C -1.269
2 C -1.470
3 C -0.079
4 C 0.842
5 C 1.078
6 C -0.845
7 C -1.040
8 N -0.737
9 H 0.223
10 H 0.328
11 H 0.358
12 H 0.337
13 H 0.371
14 H 0.399
15 H 0.351
16 H 0.259
17 H 0.235
18 H 0.323
19 H 0.333

5.
This record from the Open Molecules 2025 dataset describes C7H11N in the gas phase. The level of theory is ωB97M-V/def2-TZVPD.

Geometry as ORCA input:
```
! RIJCOSX wB97M-V def2-TZVPD def2/J DEFGRID3
* xyz 0 1
C 0.15851 -2.18738 1.54372
C 0.27584 -0.97063 1.04961
C 1.00184 0.25164 1.27903
C 0.49569 0.91159 0.20979
C 0.81171 2.20029 -0.45209
C -0.44257 -0.20269 -0.21437
C -0.20611 -0.76682 -1.60421
N -1.86095 -0.07322 0.02370
H 0.81410 -2.54915 2.32183
H -0.61695 -2.85530 1.20479
H 1.68308 0.53835 2.06349
H 1.49972 2.78563 0.15610
H -0.09624 2.78426 -0.61370
H 1.27097 2.02744 -1.42754
H 0.85722 -0.91072 -1.78087
H -0.72270 -1.71886 -1.70078
H -0.60005 -0.09029 -2.36399
H -2.04211 0.27091 0.95952
H -2.28101 0.55495 -0.65403
*
```

Summary:
energy above the lowest of the compared OMol25 structures with the same formula, charge and spin: 206.6 kJ/mol
energy: -8925.5872 eV
HOMO: -8.27 eV
Kohn-Sham gap: 9.192 eV
largest force on an atom: 2.2 eV Å⁻¹

In the Mulliken picture, each atom carries the following charge in e:
1 C -1.079
2 C -0.177
3 C -0.456
4 C -0.157
5 C -1.260
6 C 1.837
7 C -1.773
8 N -0.607
9 H 0.319
10 H 0.290
11 H 0.435
12 H 0.346
13 H 0.311
14 H 0.274
15 H 0.385
16 H 0.360
17 H 0.424
18 H 0.290
19 H 0.239

6.
This record from the Open Molecules 2025 dataset describes C7H11N in the gas phase. The level of theory is ωB97M-V/def2-TZVPD.

Geometry as ORCA input:
```
! RIJCOSX wB97M-V def2-TZVPD def2/J DEFGRID3
* xyz 0 1
N 2.29835 -0.24997 0.33956
C 1.03495 -0.10218 -0.38137
C 0.40966 1.17588 0.08002
C -0.84941 1.64114 -0.49166
C -0.83368 0.92454 0.82734
C -1.07200 -0.62319 0.81983
C -1.33560 -1.38384 -0.44243
C 0.10308 -1.27504 0.01334
H 2.73072 -1.12875 0.23614
H 2.86457 0.50000 -0.04293
H 1.27139 -0.14934 -1.49138
H 1.15622 1.93208 0.29824
H -1.12278 2.64582 -0.59192
H -1.24785 1.10345 -1.37119
H -1.02473 1.43251 1.81353
H -1.44340 -1.02795 1.76209
H -1.76800 -2.39040 -0.39857
H -1.77449 -0.83526 -1.29392
H 0.60298 -2.18951 0.31528
*
```

Summary:
energy above the lowest of the compared OMol25 structures with the same formula, charge and spin: 237.3 kJ/mol
energy: -8925.2687 eV
HOMO: -9.13 eV
Kohn-Sham gap: 10.376 eV
largest force on an atom: 2.6 eV Å⁻¹

In the Mulliken picture, each atom carries the following charge in e:
1 N -0.786
2 C 0.790
3 C -0.254
4 C -0.940
5 C -0.114
6 C -0.170
7 C -0.849
8 C -0.486
9 H 0.218
10 H 0.258
11 H 0.125
12 H 0.302
13 H 0.317
14 H 0.067
15 H 0.364
16 H 0.433
17 H 0.274
18 H 0.128
19 H 0.324

7.
This record from the Open Molecules 2025 dataset describes a gas-phase ion, C7H11N2 (charge +1). The level of theory is ωB97M-V/def2-TZVPD.

Geometry as ORCA input:
```
! RIJCOSX wB97M-V def2-TZVPD def2/J DEFGRID3
* xyz 1 1
C -2.79733 0.40434 0.18001
C -1.76642 1.32817 0.15420
C -2.31342 -0.88291 0.12372
C -0.71653 0.52826 -0.06764
C 1.35906 -1.01866 0.15481
C 0.11321 -1.79349 -0.30292
C 1.34825 0.38459 -0.52378
N -0.99333 -0.78242 -0.17707
N 2.10164 1.46309 0.13989
H -3.79434 0.67748 0.45228
H -1.80349 2.41877 0.40764
H -2.75313 -1.77128 0.11916
H 1.45707 -0.84462 1.24155
H 2.34749 -1.35551 -0.06838
H 0.13701 -1.96071 -1.39802
H -0.27567 -2.61668 0.09485
H 1.56653 0.47886 -1.59467
H 3.15226 1.44109 -0.03366
H 2.00080 1.62504 1.22735
H 1.63033 2.27660 -0.12931
*
```

Summary:
energy above the lowest of the compared OMol25 structures with the same formula, charge and spin: 466.4 kJ/mol
energy: -10406.8845 eV
HOMO: -11.82 eV
Kohn-Sham gap: 8.007 eV
largest force on an atom: 6.5 eV Å⁻¹

In the Mulliken picture, each atom carries the following charge in e:
1 C -0.692
2 C -0.401
3 C -0.486
4 C 0.233
5 C -0.560
6 C -0.706
7 C -0.510
8 N 0.139
9 N -0.295
10 H 0.397
11 H 0.339
12 H 0.523
13 H 0.331
14 H 0.441
15 H 0.283
16 H 0.515
17 H 0.316
18 H 0.372
19 H 0.402
20 H 0.360

8.
This record from the Open Molecules 2025 dataset describes a gas-phase ion, C7H11N2 (charge +1). The level of theory is ωB97M-V/def2-TZVPD.

Geometry as ORCA input:
```
! RIJCOSX wB97M-V def2-TZVPD def2/J DEFGRID3
* xyz 1 1
C 2.06297 1.98755 0.10538
C 1.84002 0.66194 -0.05599
C 2.76004 -0.44697 0.04155
N 2.20321 -1.59745 -0.05995
C 0.89174 -1.32520 -0.24767
C 0.56706 0.00808 -0.24952
C -0.66717 0.58302 -0.56515
N -1.72851 0.22653 0.42364
C -3.01019 -0.23939 0.06652
H 1.19222 2.67045 0.29620
H 3.03080 2.47412 0.17958
H 3.81442 -0.25604 0.07089
H 2.59318 -2.58142 0.05009
H 0.18472 -2.07761 -0.48870
H -0.49725 1.63587 -0.90626
H -0.90932 0.09623 -1.54255
H -1.53488 0.67405 1.27423
H -2.97467 -1.30706 0.27612
H -3.85105 0.16222 0.80236
H -3.37798 -0.10737 -0.87784
*
```

Summary:
energy above the lowest of the compared OMol25 structures with the same formula, charge and spin: 367.8 kJ/mol
energy: -10407.9069 eV
HOMO: -11.67 eV
Kohn-Sham gap: 5.798 eV
largest force on an atom: 5.1 eV Å⁻¹

In the Mulliken picture, each atom carries the following charge in e:
1 C -0.841
2 C 0.549
3 C -0.469
4 N 0.030
5 C -0.643
6 C 0.481
7 C -0.651
8 N -0.166
9 C -0.917
10 H 0.278
11 H 0.334
12 H 0.410
13 H 0.320
14 H 0.455
15 H 0.424
16 H 0.295
17 H 0.181
18 H 0.316
19 H 0.261
20 H 0.352